{
  "formula": "C53H45IN4OP2RuS2Si",
  "method": "ωB97M-V with the def2-TZVPD basis set",
  "multiplicity": 2,
  "fmax_ev_per_a": 2.6,
  "total_charge": -1,
  "gap_ev": [5.83, 6.19],
  "elements": ["Ru", "C", "Si", "C", "C", "C", "C", "C", "C", "P", "C", "C", "C", "C", "C", "C", "C", "C", "C", "C", "C", "C", "C", "C", "C", "C", "C", "C", "P", "C", "C", "C", "C", "C", "C", "C", "C", "C", "C", "C", "C", "H", "H", "H", "H", "H", "H", "H", "H", "H", "H", "H", "H", "H", "H", "H", "H", "H", "H", "H", "H", "H", "H", "H", "H", "H", "H", "H", "H", "H", "H", "H", "S", "C", "S", "C", "C", "N", "C", "N", "I", "C", "H", "H", "C", "N", "N", "C", "O", "C", "C", "C", "C", "C", "C", "C", "C", "C", "H", "H", "H", "H", "H", "H", "H", "H", "H", "H", "H", "H"],
  "xyz": [[0.63, 0.15, -0.61], [-0.85, -0.42, -4.53], [-0.90, -0.24, -2.59], [-0.97, 1.76, -2.85], [-2.11, 2.20, -3.50], [-2.24, 3.51, -3.94], [-1.18, 4.40, -3.80], [-0.04, 3.99, -3.15], [0.06, 2.69, -2.65], [1.45, 2.27, -1.56], [2.92, 2.13, -2.60], [2.81, 2.16, -3.99], [3.91, 1.86, -4.78], [5.11, 1.49, -4.19], [5.22, 1.45, -2.81], [4.14, 1.77, -2.02], [1.68, 3.82, -0.65], [0.51, 4.43, -0.16], [0.58, 5.62, 0.54], [1.81, 6.21, 0.80], [2.97, 5.60, 0.33], [2.91, 4.42, -0.39], [-2.65, -0.42, -1.82], [-3.75, -0.84, -2.56], [-5.03, -0.86, -2.01], [-5.24, -0.35, -0.74], [-4.17, 0.09, 0.01], [-2.87, -0.02, -0.49], [-1.44, 0.49, 0.50], [-1.92, 2.23, 0.82], [-2.74, 2.89, -0.10], [-3.21, 4.16, 0.18], [-2.85, 4.79, 1.36], [-2.02, 4.15, 2.26], [-1.55, 2.88, 1.99], [-1.61, -0.20, 2.19], [-2.71, -0.87, 2.71], [-2.66, -1.43, 3.97], [-1.51, -1.35, 4.73], [-0.39, -0.71, 4.21], [-0.44, -0.15, 2.96], [-1.68, 0.08, -5.02], [-0.83, -1.45, -4.88], [0.06, 0.05, -4.89], [-2.93, 1.52, -3.66], [-3.16, 3.83, -4.41], [-1.26, 5.41, -4.19], [0.79, 4.67, -3.04], [1.86, 2.42, -4.44], [3.81, 1.90, -5.86], [5.94, 1.19, -4.82], [6.16, 1.15, -2.36], [4.23, 1.72, -0.94], [-0.44, 3.97, -0.35], [-0.33, 6.08, 0.90], [1.86, 7.13, 1.36], [3.93, 6.05, 0.53], [3.82, 3.98, -0.76], [-3.60, -1.16, -3.58], [-5.86, -1.24, -2.59], [-6.24, -0.29, -0.33], [-4.33, 0.57, 0.97], [-3.02, 2.41, -1.02], [-3.87, 4.65, -0.53], [-3.22, 5.79, 1.57], [-1.74, 4.64, 3.19], [-0.89, 2.38, 2.69], [-3.62, -0.97, 2.13], [-3.53, -1.95, 4.36], [-1.48, -1.78, 5.72], [0.53, -0.68, 4.78], [0.44, 0.34, 2.56], [2.59, -1.17, -1.35], [3.32, -0.68, 0.13], [2.42, 0.45, 1.06], [4.56, -1.16, 0.55], [5.30, -2.10, -0.16], [5.96, -2.88, -0.70], [5.13, -0.73, 1.75], [5.63, -0.39, 2.73], [-1.60, -3.64, -2.91], [-0.18, -2.10, -2.33], [0.07, -2.37, -1.31], [0.68, -2.25, -2.97], [-0.88, -6.13, 2.71], [-1.05, -4.71, 2.50], [0.02, -3.96, 2.01], [-0.45, -2.94, 1.20], [0.30, -2.06, 0.75], [-1.86, -3.14, 1.11], [-2.18, -4.21, 1.89], [-3.51, -4.82, 2.17], [1.33, -4.20, 2.42], [1.61, -4.55, 3.74], [2.90, -4.87, 4.11], [3.92, -4.86, 3.17], [3.65, -4.47, 1.86], [2.37, -4.14, 1.49], [0.13, -6.32, 3.07], [-1.04, -6.69, 1.78], [-1.59, -6.47, 3.46], [-2.52, -2.54, 0.52], [-4.29, -4.20, 1.75], [-3.66, -4.91, 3.24], [-3.58, -5.82, 1.73], [0.81, -4.55, 4.47], [3.11, -5.14, 5.13], [4.92, -5.14, 3.46], [4.45, -4.45, 1.13], [2.16, -3.83, 0.47]]
}

---

{
  "formula": "C53H46CdCl2F3N2O8PSSi",
  "method": "ωB97M-V with the def2-TZVPD basis set",
  "multiplicity": 1,
  "fmax_ev_per_a": 3.4,
  "total_charge": -2,
  "gap_ev": 6.70,
  "elements": ["Cd", "C", "Si", "C", "N", "C", "C", "C", "C", "C", "C", "C", "C", "C", "C", "C", "C", "C", "C", "C", "C", "C", "H", "H", "H", "H", "H", "H", "H", "H", "H", "H", "H", "H", "H", "H", "H", "H", "H", "H", "H", "H", "H", "H", "H", "H", "Cl", "C", "C", "C", "Cl", "C", "O", "C", "C", "O", "C", "H", "H", "H", "F", "C", "F", "F", "C", "O", "O", "O", "P", "C", "C", "C", "C", "C", "C", "C", "C", "C", "C", "C", "C", "C", "C", "C", "C", "C", "C", "H", "H", "H", "H", "H", "H", "H", "H", "H", "H", "H", "H", "H", "H", "H", "O", "C", "N", "S", "O", "O", "C", "C", "C", "C", "C", "C", "H", "H", "H", "H"],
  "xyz": [[-0.64, -0.46, 0.92], [0.07, 0.75, 2.59], [1.89, 0.42, 2.72], [2.83, -0.64, 1.46], [2.60, -0.46, 0.09], [2.94, 0.82, -0.57], [4.26, 0.70, -1.33], [5.21, -0.32, -0.71], [4.58, -1.74, -0.78], [3.04, -1.59, -0.70], [2.88, 2.09, 2.83], [2.31, 3.33, 3.10], [3.07, 4.47, 3.28], [4.43, 4.44, 3.15], [5.01, 3.24, 2.83], [4.26, 2.09, 2.67], [2.19, -0.58, 4.29], [2.57, 0.05, 5.45], [2.71, -0.72, 6.60], [2.25, -2.03, 6.67], [1.82, -2.69, 5.48], [1.84, -1.93, 4.28], [-0.20, 1.78, 2.40], [-0.34, 0.52, 3.54], [2.65, -1.71, 1.66], [3.90, -0.49, 1.75], [3.04, 1.60, 0.17], [2.14, 1.16, -1.24], [4.76, 1.76, -1.30], [4.15, 0.59, -2.41], [5.43, -0.05, 0.36], [6.19, -0.18, -1.18], [5.03, -2.29, 0.07], [4.88, -2.18, -1.74], [2.61, -2.52, -0.28], [2.71, -1.49, -1.73], [1.26, 3.37, 3.13], [2.60, 5.42, 3.52], [4.92, 5.36, 3.29], [6.14, 3.22, 2.65], [4.75, 1.16, 2.38], [2.88, 1.09, 5.56], [3.11, -0.19, 7.44], [2.26, -2.52, 7.60], [1.51, -3.74, 5.57], [1.56, -2.38, 3.34], [-1.17, 7.62, 1.83], [-0.89, 5.97, 1.21], [0.42, 5.74, 0.75], [0.77, 4.51, 0.24], [2.48, 4.28, -0.21], [-0.09, 3.39, 0.10], [0.24, 2.24, -0.30], [-1.47, 3.68, 0.61], [-2.51, 2.66, 0.84], [-2.50, 1.48, 0.60], [-1.81, 4.97, 1.09], [1.24, 6.41, 0.94], [-3.37, 3.21, 1.34], [-2.77, 5.05, 1.51], [1.06, -4.72, 1.61], [0.14, -4.81, 0.67], [0.83, -5.15, -0.45], [-0.64, -5.88, 0.94], [-0.56, -3.45, 0.53], [-1.33, -3.32, 1.83], [0.21, -2.45, 0.25], [-0.66, -0.36, -1.39], [-1.12, 0.10, -2.69], [0.26, 0.22, -3.93], [1.33, -0.61, -3.64], [2.51, -0.50, -4.36], [2.54, 0.27, -5.46], [1.45, 1.14, -5.75], [0.34, 1.11, -4.98], [-2.27, -1.12, -3.54], [-2.90, -0.90, -4.75], [-3.78, -1.80, -5.25], [-4.09, -2.96, -4.47], [-3.43, -3.21, -3.27], [-2.59, -2.25, -2.74], [-2.09, 1.63, -2.80], [-3.45, 1.48, -2.50], [-4.27, 2.58, -2.70], [-3.81, 3.84, -3.04], [-2.39, 3.97, -3.24], [-1.57, 2.91, -3.12], [1.21, -1.25, -2.78], [3.32, -1.07, -3.97], [3.46, 0.25, -6.07], [1.59, 1.71, -6.62], [-0.55, 1.70, -5.16], [-2.68, -0.06, -5.37], [-4.12, -1.62, -6.26], [-4.84, -3.71, -4.72], [-3.76, -4.03, -2.63], [-2.23, -2.26, -1.72], [-3.87, 0.51, -2.13], [-5.30, 2.37, -2.69], [-4.53, 4.59, -3.27], [-2.03, 4.94, -3.52], [-0.53, 3.01, -3.41], [-1.83, -3.54, -0.18], [-2.48, -3.05, 1.01], [-2.82, -1.66, 1.00], [-4.37, -1.39, 0.85], [-4.96, -0.46, 1.84], [-4.82, -1.07, -0.52], [-4.84, -3.07, 1.17], [-6.11, -3.56, 1.24], [-6.23, -4.92, 1.54], [-5.10, -5.72, 1.79], [-3.78, -5.24, 1.67], [-3.74, -3.86, 1.36], [-7.05, -3.03, 1.05], [-7.20, -5.39, 1.46], [-5.19, -6.75, 2.14], [-2.96, -5.92, 1.72]]
}

---

{
  "formula": "C53H48AsN6O4SW",
  "method": "ωB97M-V with the def2-TZVPD basis set",
  "multiplicity": 3,
  "fmax_ev_per_a": 0.7,
  "total_charge": 3,
  "gap_ev": [6.27, 6.58],
  "elements": ["W", "C", "O", "C", "C", "C", "C", "C", "C", "N", "C", "N", "C", "C", "C", "C", "C", "C", "O", "C", "N", "C", "C", "C", "C", "C", "C", "O", "C", "H", "H", "H", "H", "H", "H", "H", "H", "H", "H", "H", "H", "H", "H", "H", "H", "H", "H", "H", "H", "H", "H", "O", "C", "C", "C", "C", "C", "C", "N", "H", "H", "H", "H", "H", "H", "H", "C", "C", "C", "C", "C", "C", "As", "C", "C", "C", "C", "C", "C", "C", "C", "C", "C", "C", "C", "H", "H", "H", "H", "H", "H", "H", "H", "H", "H", "H", "H", "H", "N", "C", "N", "C", "C", "C", "C", "C", "C", "S", "H", "H", "H", "H", "H", "H"],
  "xyz": [[-0.20, -0.07, 0.01], [-3.56, 6.66, -2.03], [-3.01, 5.68, -1.15], [-2.80, 6.05, 0.14], [-3.00, 7.32, 0.66], [-2.76, 7.56, 2.01], [-2.34, 6.54, 2.85], [-2.15, 5.26, 2.34], [-2.35, 5.03, 0.99], [-2.20, 3.75, 0.38], [-1.27, 2.83, 0.62], [-0.22, 3.13, 1.38], [0.62, 2.20, 2.03], [0.74, 0.86, 1.67], [1.59, 0.06, 2.47], [2.28, 0.58, 3.54], [2.17, 1.93, 3.87], [1.34, 2.74, 3.12], [1.13, 4.06, 3.33], [1.86, 4.71, 4.38], [-1.35, 1.62, 0.03], [-2.64, 1.24, -0.49], [-2.90, 1.31, -1.85], [-4.13, 0.94, -2.37], [-5.13, 0.54, -1.49], [-4.92, 0.56, -0.12], [-3.69, 0.93, 0.40], [-3.43, 1.08, 1.72], [-4.52, 0.96, 2.63], [-3.69, 6.16, -2.99], [-2.87, 7.50, -2.15], [-4.52, 7.01, -1.67], [-3.34, 8.12, 0.03], [-2.92, 8.55, 2.40], [-2.19, 6.73, 3.90], [-1.88, 4.46, 3.01], [-2.82, 3.58, -0.41], [-0.15, 4.08, 1.72], [1.71, -0.99, 2.24], [2.92, -0.06, 4.14], [2.73, 2.33, 4.71], [1.57, 5.75, 4.34], [2.93, 4.62, 4.21], [1.59, 4.28, 5.35], [-2.14, 1.70, -2.51], [-4.31, 0.99, -3.43], [-6.10, 0.25, -1.87], [-5.74, 0.30, 0.54], [-4.10, 1.15, 3.61], [-4.96, -0.04, 2.59], [-5.28, 1.71, 2.41], [0.20, -2.19, -0.32], [1.47, -2.78, -0.61], [2.46, -1.66, -0.56], [3.81, -1.90, -0.75], [4.69, -0.84, -0.71], [4.20, 0.43, -0.48], [2.85, 0.60, -0.29], [1.98, -0.43, -0.33], [-0.53, -2.83, -0.22], [1.45, -3.24, -1.60], [1.69, -3.54, 0.14], [4.15, -2.91, -0.93], [5.75, -1.00, -0.86], [4.85, 1.30, -0.45], [2.43, 1.58, -0.09], [-2.55, 0.24, -6.31], [-2.39, -0.86, -5.48], [-1.55, -0.78, -4.38], [-0.87, 0.41, -4.12], [-1.02, 1.51, -4.95], [-1.87, 1.42, -6.04], [0.36, 0.42, -2.63], [1.88, -0.47, -3.40], [1.97, -1.78, -3.84], [3.15, -2.20, -4.44], [4.20, -1.31, -4.61], [4.09, 0.01, -4.21], [2.91, 0.45, -3.61], [2.63, 1.84, -3.19], [3.51, 2.91, -3.27], [3.11, 4.17, -2.83], [1.83, 4.37, -2.32], [0.94, 3.32, -2.24], [1.34, 2.07, -2.68], [-3.20, 0.18, -7.17], [-2.91, -1.78, -5.70], [-1.43, -1.65, -3.73], [-0.48, 2.43, -4.76], [-1.98, 2.27, -6.70], [1.14, -2.47, -3.75], [3.24, -3.22, -4.79], [5.11, -1.64, -5.09], [4.90, 0.70, -4.39], [4.51, 2.78, -3.67], [3.80, 5.00, -2.90], [1.54, 5.36, -1.99], [-0.06, 3.48, -1.85], [-1.21, -0.34, 3.57], [-1.74, -1.16, 2.68], [-1.57, -1.09, 1.35], [-2.46, -2.00, 0.71], [-2.71, -2.08, -0.65], [-3.60, -3.04, -1.11], [-4.26, -3.89, -0.23], [-4.05, -3.79, 1.13], [-3.15, -2.83, 1.58], [-2.77, -2.43, 3.24], [-0.53, 0.36, 3.29], [-1.33, -0.52, 4.56], [-2.28, -1.38, -1.37], [-3.81, -3.10, -2.17], [-4.96, -4.63, -0.61], [-4.59, -4.42, 1.83]]
}

---

{
  "formula": "C53H49BF14Ge2N6O5PSn",
  "method": "ωB97M-V with the def2-TZVPD basis set",
  "multiplicity": 1,
  "fmax_ev_per_a": 0.9,
  "total_charge": 1,
  "gap_ev": 6.26,
  "elements": ["Sn", "C", "C", "Ge", "C", "C", "C", "C", "Ge", "C", "C", "C", "C", "C", "C", "C", "C", "C", "C", "H", "H", "H", "H", "H", "H", "H", "H", "H", "H", "H", "H", "H", "H", "H", "H", "H", "H", "H", "H", "H", "H", "H", "H", "H", "H", "N", "C", "C", "C", "C", "C", "C", "C", "N", "C", "C", "N", "C", "H", "H", "H", "H", "H", "H", "H", "F", "B", "F", "F", "F", "O", "N", "F", "C", "F", "F", "C", "C", "C", "C", "C", "C", "P", "C", "C", "C", "C", "C", "C", "C", "F", "F", "F", "C", "C", "C", "C", "C", "C", "C", "F", "F", "F", "H", "H", "H", "H", "H", "H", "H", "H", "H", "H", "H", "H", "F", "C", "C", "N", "C", "C", "O", "O", "C", "O", "N", "C", "O", "H", "H", "H", "H"],
  "xyz": [[0.11, 0.66, 0.54], [-3.46, -3.42, 4.03], [-2.47, -3.12, 2.89], [-3.27, -2.21, 1.38], [-3.53, -0.32, 1.72], [-4.79, -0.05, 2.55], [-4.46, -3.20, 0.24], [-4.08, -3.71, -0.95], [-2.27, -3.39, -1.61], [-1.85, -2.25, -3.11], [-1.45, -3.02, -4.37], [-1.05, -4.89, -1.39], [-1.31, -6.04, -2.37], [-4.95, -4.56, -1.80], [-6.14, -5.12, -1.33], [-6.92, -5.92, -2.15], [-6.52, -6.17, -3.46], [-5.34, -5.63, -3.95], [-4.57, -4.83, -3.12], [-2.95, -3.95, 4.84], [-4.28, -4.06, 3.69], [-3.88, -2.51, 4.45], [-2.02, -4.04, 2.52], [-1.67, -2.46, 3.23], [-3.58, 0.19, 0.76], [-2.64, 0.01, 2.25], [-5.69, -0.42, 2.05], [-4.92, 1.03, 2.68], [-4.75, -0.50, 3.55], [-5.47, -3.39, 0.60], [-1.04, -1.61, -2.76], [-2.71, -1.60, -3.28], [-0.56, -3.64, -4.21], [-1.22, -2.31, -5.17], [-2.25, -3.66, -4.75], [-1.15, -5.23, -0.36], [-0.05, -4.47, -1.52], [-2.31, -6.45, -2.25], [-0.60, -6.85, -2.18], [-1.19, -5.74, -3.41], [-6.46, -4.95, -0.31], [-7.83, -6.35, -1.77], [-7.13, -6.80, -4.10], [-5.03, -5.82, -4.96], [-3.65, -4.41, -3.51], [-4.15, 10.32, -1.29], [-3.63, 9.38, -0.88], [-2.98, 8.20, -0.36], [-2.03, 8.32, 0.65], [-1.41, 7.18, 1.15], [-1.76, 5.95, 0.64], [-2.70, 5.82, -0.38], [-3.30, 6.95, -0.88], [-1.15, 4.77, 1.18], [-0.96, 4.46, 2.51], [-0.44, 3.21, 2.55], [-0.30, 2.76, 1.24], [-0.74, 3.71, 0.46], [-1.78, 9.29, 1.04], [-0.65, 7.26, 1.92], [-2.96, 4.83, -0.74], [-4.04, 6.88, -1.67], [-1.23, 5.15, 3.30], [-0.16, 2.61, 3.39], [-0.77, 3.68, -0.62], [-2.35, 0.24, -1.10], [-2.23, 1.56, -1.68], [-0.81, 1.89, -1.64], [-2.68, 1.56, -2.97], [-2.90, 2.46, -0.84], [-0.67, -2.02, 0.29], [-1.78, -2.38, 0.06], [6.40, -0.03, -6.98], [5.28, 0.71, -6.97], [4.47, 0.23, -7.93], [5.63, 1.96, -7.32], [4.62, 0.69, -5.62], [3.47, -0.05, -5.41], [2.89, -0.06, -4.15], [3.46, 0.65, -3.10], [4.62, 1.39, -3.33], [5.20, 1.40, -4.58], [2.66, 0.57, -1.45], [3.77, -0.52, -0.50], [3.17, -1.70, -0.03], [3.87, -2.57, 0.79], [5.17, -2.26, 1.16], [5.79, -1.12, 0.68], [5.09, -0.26, -0.16], [5.87, -3.19, 2.12], [7.18, -2.91, 2.22], [5.34, -3.10, 3.34], [5.75, -4.47, 1.73], [2.86, 2.29, -0.85], [2.03, 3.21, -1.50], [1.89, 4.50, -1.02], [2.56, 4.88, 0.12], [3.43, 4.00, 0.75], [3.58, 2.71, 0.26], [2.29, 6.21, 0.77], [3.40, 6.83, 1.15], [1.53, 6.04, 1.88], [1.61, 7.03, -0.05], [3.02, -0.60, -6.23], [1.98, -0.63, -3.98], [5.06, 1.98, -2.53], [6.10, 1.98, -4.76], [2.15, -1.92, -0.30], [3.40, -3.48, 1.16], [6.81, -0.90, 0.96], [5.59, 0.63, -0.53], [1.48, 2.90, -2.38], [1.24, 5.21, -1.54], [3.98, 4.32, 1.63], [4.24, 2.02, 0.78], [-0.44, -1.60, 7.06], [0.77, -1.41, 6.53], [0.96, -0.54, 5.55], [2.21, -0.34, 4.97], [2.42, 0.64, 3.92], [1.51, 0.47, 2.72], [0.28, 0.23, 2.81], [2.04, 0.62, 1.57], [3.32, -1.08, 5.37], [4.41, -0.95, 4.87], [3.07, -1.96, 6.40], [1.87, -2.20, 7.08], [1.80, -2.98, 8.00], [0.14, 0.04, 5.15], [3.44, 0.52, 3.58], [2.28, 1.66, 4.28], [3.86, -2.50, 6.71]]
}